(1)
Computed, not measured: a 3-piece molecular cluster, C35H52BNO16P2 overall in a non-equilibrium geometry, with ωB97M-V/def2-TZVPD.

Properties
SMILES: CC(=O)OC(=O)Cc1cccc2c1C(=O)c1cc(CC(=O)N(C)C)c(B(O)O)c(C)c1C2=O.CCOP(=O)(OCC)OCC.CCOP(=O)(OCC)OCC
E_LUMO, Ha: -0.0258
Electronic energy, eV: -90648.444
Frontier orbital gap, eV: 8.62
HOMO energy, hartree: -0.3427

Last column: Löwdin charge in e.
Atoms and positions in Å:
C 5.080 -0.561 -1.058  0.026
C 4.038 -1.050 -2.021  -0.460
O 4.048 -2.154 -2.477  0.157
O 3.018 -0.153 -2.379  0.079
C 2.058 0.007 -1.394  -0.415
O 2.338 0.503 -0.341  0.133
C 0.675 -0.480 -1.764  -0.013
C -0.181 -0.549 -0.529  -0.144
C -0.979 0.541 -0.186  -0.003
C -1.755 0.467 0.952  -0.045
C -1.760 -0.622 1.808  0.010
C -0.947 -1.694 1.486  -0.072
C -0.180 -1.653 0.318  -0.033
C 0.668 -2.855 0.048  -0.263
O 0.816 -3.351 -1.046  0.136
C 1.303 -3.431 1.268  -0.066
C 2.599 -3.891 1.230  0.044
C 3.185 -4.402 2.380  -0.133
C 4.627 -4.847 2.253  -0.035
C 4.722 -6.033 1.296  -0.424
O 4.458 -7.139 1.683  0.141
N 5.136 -5.753 -0.057  -0.175
C 6.337 -6.576 -0.321  -0.077
C 4.102 -6.135 -1.024  -0.074
C 2.435 -4.473 3.561  0.023
B 3.114 -5.050 4.877  -0.600
O 3.175 -4.218 5.993  0.148
O 3.656 -6.306 4.943  0.184
C 1.107 -4.011 3.605  -0.122
C 0.263 -4.085 4.847  -0.011
C 0.553 -3.470 2.441  -0.033
C -0.831 -2.906 2.363  -0.271
O -1.787 -3.376 2.934  0.133
H 5.325 0.487 -1.228  0.085
H 5.988 -1.144 -1.171  0.092
H 4.665 -0.647 -0.053  0.093
H 0.274 0.206 -2.513  0.144
H 0.819 -1.453 -2.228  0.124
H -0.963 1.411 -0.828  0.122
H -2.359 1.333 1.196  0.113
H -2.376 -0.614 2.695  0.125
H 3.142 -3.807 0.297  0.118
H 5.122 -5.047 3.199  0.115
H 5.167 -4.021 1.784  0.124
H 6.074 -7.631 -0.439  0.089
H 6.783 -6.229 -1.252  0.085
H 7.047 -6.436 0.491  0.089
H 3.692 -7.136 -0.847  0.094
H 4.539 -6.119 -2.022  0.089
H 3.275 -5.427 -1.051  0.069
H 3.549 -3.380 5.698  0.112
H 4.574 -6.227 5.226  0.114
H -0.507 -4.844 4.708  0.099
H 0.831 -4.306 5.745  0.072
H -0.280 -3.157 5.026  0.093
C -8.442 2.415 -3.136  -0.078
C -7.265 1.484 -3.358  -0.292
O -6.549 1.185 -2.166  -0.214
P -7.037 -0.006 -1.118  0.545
O -7.600 -0.971 -2.094  -0.229
O -5.611 -0.629 -0.689  -0.198
C -5.272 -1.986 -0.984  -0.277
C -4.579 -2.098 -2.327  -0.068
O -6.983 0.996 0.140  -0.178
C -7.801 2.163 0.239  -0.267
C -9.270 1.836 0.417  -0.075
H -9.158 1.981 -2.436  0.061
H -8.957 2.607 -4.077  0.080
H -8.113 3.372 -2.729  0.075
H -7.597 0.571 -3.854  0.105
H -6.549 1.966 -4.027  0.117
H -6.155 -2.622 -0.941  0.107
H -4.587 -2.322 -0.205  0.114
H -5.150 -1.602 -3.112  0.073
H -4.437 -3.144 -2.599  0.079
H -3.601 -1.615 -2.288  0.070
H -7.626 2.814 -0.616  0.095
H -7.440 2.703 1.114  0.124
H -9.627 1.164 -0.368  0.066
H -9.868 2.747 0.397  0.085
H -9.437 1.336 1.372  0.081
C 4.580 6.010 -2.132  -0.074
C 3.557 7.113 -1.949  -0.277
O 2.232 6.618 -1.763  -0.182
P 1.703 6.136 -0.309  0.473
O 2.374 6.944 0.725  -0.226
O 0.175 6.657 -0.329  -0.196
C -0.294 7.625 0.608  -0.286
C -0.136 9.033 0.070  -0.074
O 1.213 4.665 -0.679  -0.161
C 2.108 3.666 -1.180  -0.250
C 3.109 3.202 -0.145  -0.077
H 4.603 5.348 -1.264  0.059
H 5.576 6.434 -2.265  0.081
H 4.349 5.405 -3.010  0.078
H 3.848 7.767 -1.125  0.110
H 3.527 7.729 -2.849  0.119
H 0.209 7.513 1.568  0.105
H -1.351 7.411 0.772  0.115
H 0.881 9.211 -0.281  0.072
H -0.377 9.768 0.839  0.077
H -0.802 9.192 -0.779  0.076
H 2.593 4.021 -2.091  0.106
H 1.479 2.827 -1.476  0.107
H 3.654 4.047 0.287  0.071
H 3.824 2.512 -0.589  0.070
H 2.603 2.691 0.671  0.079

***

(2)
Computed, not measured: C35H52BrIrN3OP2 as an isolated structure in a non-equilibrium geometry, with ωB97M-V/def2-TZVPD.

Properties
Charge: +4
Spin multiplicity: 6
ΔE to the lowest compared entry with this formula, charge and spin, kcal per mole: 0.0
E_LUMO (spin up / spin down), Ha: -0.3775 / -0.4854
Electronic energy, eV: -135072.230
Frontier orbital gap (spin up / spin down), eV: 6.20 / 3.97
HOMO energy (spin up / spin down), hartree: -0.6055 / -0.6312
Expectation value of S²: 8.815

Last column: Mulliken spin population.
Atoms and positions in Å:
C 5.709 -4.645 4.621  0.248
C 5.858 -4.123 3.330  -0.065
C 7.020 -4.428 2.604  0.248
C 7.986 -5.244 3.203  0.302
N 7.820 -5.730 4.430  -0.084
C 6.727 -5.454 5.137  0.299
C 4.825 -3.294 2.764  0.113
C 4.086 -2.504 2.201  -0.040
C 3.012 -1.870 1.580  0.045
C 1.755 -2.488 1.668  0.004
C 0.683 -1.872 1.066  0.140
C 0.941 -0.628 0.434  -0.079
C 2.186 0.002 0.346  0.011
C 3.251 -0.655 0.930  -0.036
Ir -0.817 0.121 0.097  1.537
P -1.252 -1.167 -1.635  0.009
H 7.150 -4.026 1.602  -0.001
H 4.816 -4.414 5.195  -0.001
H 8.897 -5.490 2.653  0.006
H 6.623 -5.868 6.141  0.007
H 4.253 -0.237 0.913  0.001
H 1.637 -3.426 2.223  0.000
H 2.304 0.971 -0.131  0.008
H -0.326 -2.296 1.128  -0.046
C -2.280 -0.260 -2.848  0.017
C -2.304 -0.830 -4.265  0.001
H -1.910 0.774 -2.841  -0.007
H -3.292 -0.244 -2.420  0.007
H -2.985 -0.226 -4.877  0.000
H -1.322 -0.795 -4.751  0.000
H -2.669 -1.863 -4.295  0.000
C 0.280 -1.712 -2.475  0.009
C 0.607 -3.195 -2.361  0.008
H 1.092 -1.111 -2.037  0.014
H 0.204 -1.410 -3.527  -0.003
H 1.567 -3.384 -2.858  0.000
H 0.714 -3.520 -1.319  0.000
H -0.146 -3.826 -2.850  0.000
C -2.212 -2.619 -1.077  -0.032
C -3.052 -3.321 -2.141  0.011
H -2.854 -2.269 -0.255  -0.012
H -1.494 -3.320 -0.632  -0.005
H -3.578 -4.162 -1.670  0.001
H -3.812 -2.660 -2.571  0.000
H -2.441 -3.737 -2.952  -0.001
Br 0.121 2.014 -1.122  0.291
P 3.429 1.787 -3.774  0.665
C 2.248 0.516 -4.352  0.060
C 2.056 0.607 -5.874  0.021
H 1.306 0.667 -3.802  0.029
H 2.665 -0.465 -4.068  -0.006
H 1.632 -0.329 -6.262  0.003
H 1.374 1.425 -6.141  -0.002
H 3.016 0.781 -6.377  -0.003
C 2.493 3.156 -3.015  0.077
C 3.165 4.524 -3.144  0.021
H 2.350 2.894 -1.956  0.046
H 1.505 3.159 -3.500  -0.009
H 2.450 5.306 -2.854  0.001
H 4.036 4.599 -2.483  -0.001
H 3.479 4.704 -4.179  -0.001
C 4.449 1.006 -2.467  0.062
C 5.792 0.496 -3.019  0.017
H 3.864 0.196 -2.009  0.038
H 4.620 1.784 -1.707  -0.011
H 6.473 0.264 -2.191  0.001
H 5.666 -0.415 -3.614  0.000
H 6.268 1.257 -3.649  -0.003
C -5.439 6.100 2.988  0.085
C -6.303 4.858 3.027  -0.016
N -5.571 3.600 3.253  0.615
C -5.757 3.019 4.598  -0.011
C -7.149 2.437 4.788  0.077
C -4.710 3.177 2.270  -0.054
O -4.495 3.895 1.288  0.322
C -4.072 1.808 2.314  -0.040
C -4.623 0.691 2.953  -0.002
C -3.991 -0.537 2.811  0.000
C -2.870 -0.656 1.988  -0.042
N -2.380 0.411 1.308  0.149
C -2.957 1.640 1.472  -0.048
H -4.850 6.207 3.904  -0.002
H -6.088 6.975 2.885  -0.002
H -4.772 6.053 2.123  0.002
H -7.034 4.915 3.839  0.008
H -6.827 4.761 2.067  0.032
H -4.985 2.271 4.782  0.006
H -5.614 3.837 5.320  0.017
H -7.392 1.712 4.001  -0.003
H -7.192 1.923 5.758  -0.001
H -7.910 3.224 4.784  0.000
H -5.533 0.787 3.537  -0.009
H -4.354 -1.438 3.305  -0.001
H -2.334 -1.593 1.820  -0.008
H -2.515 2.446 0.894  0.001

***

(3)
Computed, not measured: C35H52CeP4Se as an isolated structure in a non-equilibrium geometry, with ωB97M-V/def2-TZVPD.

Properties
Charge: +4
E_LUMO (spin up / spin down), Ha: -0.5761 / -0.5759
Electronic energy, eV: -152524.608
Frontier orbital gap (spin up / spin down), eV: 2.58 / 2.64
HOMO energy (spin up / spin down), hartree: -0.6711 / -0.6728

Last column: Löwdin charge in e.
Atoms and positions in Å:
Ce -0.456 0.106 -0.592  0.349
P -0.650 2.982 -0.001  0.751
P -2.566 -0.019 1.579  0.770
P -3.012 0.574 -1.822  0.725
H 2.878 -2.382 -6.303  0.056
C 2.610 -1.505 -6.903  -0.064
C 2.561 -0.289 -6.306  -0.055
H 2.833 -0.141 -5.239  0.058
C 0.733 3.885 0.776  -0.224
C -2.075 3.762 0.860  -0.233
C -0.770 3.840 -1.630  -0.229
C -3.122 -1.791 1.578  -0.239
C -2.183 0.209 3.346  -0.233
C -4.186 0.864 1.583  -0.219
C -2.546 0.566 -3.603  -0.221
C -4.262 1.913 -1.811  -0.205
C -4.055 -0.954 -1.770  -0.226
H 2.447 -1.733 -7.972  0.087
H 2.318 0.608 -6.888  0.067
H 1.666 3.387 0.504  0.024
H 0.676 3.876 1.869  0.053
H 0.778 4.928 0.439  0.082
H -2.238 3.301 1.840  0.039
H -2.991 3.645 0.270  0.038
H -1.895 4.834 1.013  0.084
H -0.006 3.447 -2.312  0.056
H -0.604 4.917 -1.500  0.080
H -1.747 3.695 -2.108  0.034
H -3.827 -1.922 2.413  0.087
H -2.244 -2.448 1.701  0.031
H -3.609 -2.035 0.620  0.022
H -3.045 -0.034 3.985  0.087
H -1.900 1.254 3.526  0.054
H -1.327 -0.423 3.602  0.031
H -4.668 0.664 2.554  0.083
H -4.817 0.502 0.762  0.034
H -4.014 1.946 1.472  0.036
H -3.490 0.530 -4.168  0.080
H -1.915 -0.301 -3.857  0.045
H -2.003 1.488 -3.861  0.065
H -4.931 1.760 -2.669  0.083
H -3.778 2.895 -1.905  0.045
H -4.853 1.911 -0.886  0.048
H -4.679 -0.954 -2.677  0.081
H -4.708 -0.967 -0.887  0.048
H -3.430 -1.865 -1.750  0.015
C -0.452 -3.137 -2.647  -0.517
C 0.660 -2.539 -3.257  -0.087
C 0.748 -2.541 -4.637  0.004
C -0.222 -3.187 -5.422  0.108
C -1.283 -3.876 -4.802  0.035
C -1.384 -3.875 -3.412  -0.035
Se -0.810 -2.795 -0.823  1.042
H 0.544 -0.244 -2.082  -0.072
H 1.378 -1.994 -2.637  0.095
H 1.586 -2.000 -5.053  0.048
H -0.154 -3.194 -6.509  0.156
H -2.034 -4.432 -5.374  0.152
H -2.202 -4.374 -2.888  0.136
C 3.870 -4.257 2.406  -0.018
C 2.755 -4.225 1.564  -0.049
C 2.040 -3.047 1.397  -0.120
C 2.387 -1.892 2.119  -0.364
C 3.515 -1.919 2.953  -0.057
C 4.262 -3.098 3.084  -0.010
P 1.365 -0.380 1.883  1.055
C 1.118 0.103 3.646  -0.391
C 1.020 -0.876 4.663  -0.081
C 0.698 -0.511 5.978  -0.025
C 0.443 0.830 6.300  -0.016
C 0.493 1.800 5.294  -0.046
C 0.802 1.437 3.983  -0.138
C 2.689 0.775 1.319  -0.371
C 3.393 1.574 2.229  -0.073
C 4.323 2.509 1.772  -0.015
C 4.576 2.640 0.405  -0.023
C 3.921 1.798 -0.500  -0.053
C 2.997 0.850 -0.054  -0.126
H 4.436 -5.179 2.523  0.132
H 2.436 -5.123 1.036  0.121
H 1.191 -3.019 0.703  -0.005
H 3.799 -1.014 3.499  0.123
H 5.141 -3.103 3.729  0.134
H 1.192 -1.933 4.426  0.119
H 0.642 -1.282 6.755  0.132
H 0.174 1.114 7.322  0.134
H 0.281 2.846 5.523  0.127
H 0.793 2.195 3.202  0.083
H 3.203 1.489 3.299  0.112
H 4.839 3.132 2.502  0.134
H 5.280 3.392 0.042  0.135
H 4.125 1.882 -1.569  0.123
H 2.526 0.152 -0.764  0.070

***

Look up the electronic energy of the third one. -152524.608 eV